ORCA calculation (the ωB97M-V functional and the def2-TZVPD basis) on a structure of composition C14H25I2O7PS in a non-equilibrium geometry.

Energy (eV): -65578.8291
M (g/mol): 622.20
Maximum force (eV Å⁻¹): 2.538
HOMO energy (eV): -7.7
LUMO energy (eV): -0.28
Gap between HOMO and LUMO (eV): 7.5

The geometry in XYZ format:
```
50
Properties=species:S:1:pos:R:3:forces:R:3
C 7.220996 -0.272699 0.539986 0.23 -0.43 -0.84
C 6.322308 0.535675 -0.420973 1.08 -1.94 1.13
O 6.464579 1.699847 -0.437419 -0.31 2.47 -0.50
O 5.439553 -0.130863 -1.224719 -0.13 -0.16 0.59
C 4.085481 -0.046306 -0.757499 -1.35 -0.11 -0.35
C 3.479159 1.374772 -0.798465 -0.12 -0.59 0.18
C 1.962105 1.407166 -0.451600 2.45 0.64 -0.16
O 1.294751 0.691395 -1.514404 -0.60 0.16 1.64
C -0.018871 0.385722 -1.312652 0.23 0.75 0.59
O -0.611803 -0.068728 -2.221295 -1.15 -0.86 -1.74
C -0.759803 0.511162 0.014962 0.05 1.14 1.11
I -1.986261 2.211695 0.508927 0.52 -0.60 -0.84
C -0.691548 -0.480589 0.896757 0.23 -0.74 -0.15
C 0.144598 -1.716164 0.546481 -0.06 -0.06 0.51
I -1.717723 -0.485452 2.764982 0.56 -0.29 -0.67
P 1.389707 3.194379 -0.487917 -2.22 0.20 -0.30
C 2.407307 4.242780 -1.633606 0.74 0.04 0.25
C 1.352726 3.874642 1.240092 0.97 -0.21 0.12
H 6.763022 -0.363728 1.535830 0.00 -0.09 -0.42
H 7.486867 -1.257781 0.121380 -0.42 0.24 0.35
H 8.166093 0.281700 0.645189 -0.50 -0.05 0.05
H 3.956345 -0.504855 0.246241 0.39 0.30 -0.29
H 3.492174 -0.676183 -1.442931 0.43 0.19 0.20
H 3.601491 1.765997 -1.820099 0.18 0.01 0.44
H 3.989612 2.013798 -0.058619 -0.13 -0.06 -0.50
H 1.863576 0.929068 0.540724 -0.55 0.26 -0.40
H -0.168023 -2.590445 1.137894 0.09 0.36 -0.28
H 1.209620 -1.525971 0.770835 -0.35 -0.08 -0.04
H 0.055182 -1.959943 -0.524192 -0.02 0.10 0.42
H 1.923089 4.216427 -2.621602 0.24 -0.17 0.37
H 2.393196 5.301945 -1.316228 -0.19 -0.53 0.13
H 3.469680 3.962648 -1.725684 -0.36 0.09 0.00
H 1.100529 3.069258 1.953112 -0.02 0.25 -0.42
H 2.316145 4.300909 1.569789 -0.40 -0.02 -0.07
H 0.556134 4.632492 1.293108 0.36 -0.26 -0.09
O -3.842276 -3.001907 0.663953 -0.08 0.10 0.30
S -4.817651 -2.091347 0.141695 -0.22 0.05 -0.74
O -5.215998 -0.926447 0.870874 0.19 -0.14 0.25
O -6.127349 -2.916121 -0.268937 0.28 0.12 -0.17
C -6.752918 -3.734443 0.731715 -0.37 -0.28 0.62
C -7.527474 -2.910680 1.743241 0.14 0.24 0.09
C -4.338550 -1.599676 -1.482123 -0.02 -0.03 -0.06
H -6.009026 -4.366132 1.222377 0.12 0.12 -0.09
H -7.439018 -4.395102 0.202506 0.16 0.11 -0.26
H -6.860490 -2.288631 2.339808 -0.01 -0.04 -0.01
H -8.079084 -3.561292 2.423363 0.00 -0.06 -0.09
H -8.228384 -2.243778 1.239670 -0.03 -0.08 -0.01
H -4.063775 -2.482801 -2.053258 -0.01 0.00 0.03
H -3.482196 -0.932298 -1.382675 0.00 -0.04 0.08
H -5.167805 -1.073110 -1.948592 0.00 -0.01 0.05
```
Forces are in eV/Å.


ORCA calculation (the ωB97M-V functional and the def2-TZVPD basis) on an isolated molecule of C14H25N3O2 in a non-equilibrium geometry.

SMILES: CCCCN(CCCC)Cc1ccc(C(=O)NN)o1
Energy (eV): -23488.1992
M (g/mol): 267.37
Maximum force (eV Å⁻¹): 1.284
HOMO energy (eV): -8.4
LUMO energy (eV): 0.78
Gap between HOMO and LUMO (eV): 9.2
Relative energy (zero: lowest compared OMol25 entry of this formula, charge and spin) (kJ/mol): 3.5

The geometry in XYZ format:
```
44
Properties=species:S:1:pos:R:3:forces:R:3
C -4.600803 -4.011903 1.277571 0.16 0.11 0.17
C -3.367142 -3.221808 1.695164 -0.09 -0.11 -0.34
C -2.270672 -3.278224 0.635077 0.11 0.21 0.41
C -1.056097 -2.432436 1.024019 -0.17 -0.10 -0.19
N -1.405061 -1.048546 1.287674 -0.06 0.01 0.01
C -0.497448 -0.367850 2.190303 0.25 -0.05 -0.03
C 0.995252 -0.370869 1.825422 -0.24 0.18 0.25
C 1.803604 0.495493 2.787534 0.09 -0.20 -0.24
C 3.279516 0.527597 2.409738 -0.19 0.07 0.17
H 3.407912 0.929271 1.406670 0.06 0.03 -0.11
H 3.839100 1.151224 3.102836 0.14 0.04 0.02
H 3.701199 -0.474958 2.432095 0.09 -0.09 -0.02
H 1.693872 0.108188 3.803220 -0.05 0.06 0.07
H 1.406384 1.513491 2.777985 -0.06 0.03 0.07
H 1.377880 -1.393170 1.853026 0.04 -0.05 -0.06
H 1.136209 0.004380 0.812569 0.05 -0.04 -0.10
H -0.614499 -0.837268 3.174089 0.04 0.10 0.04
H -0.840324 0.666781 2.278170 0.00 0.02 0.08
C -1.827221 -0.279596 0.129925 0.11 0.06 0.11
C -0.779157 -0.039905 -0.913830 -0.23 -0.73 -0.35
C -0.276033 -0.844201 -1.901018 -0.32 0.38 0.44
C 0.754289 -0.113667 -2.528397 0.23 0.85 0.32
C 0.813972 1.094692 -1.884087 0.21 -1.05 -0.71
C 1.711072 2.231937 -2.100858 -0.01 0.57 0.16
O 2.584770 2.253066 -2.952112 -0.03 -0.23 -0.03
N 1.492792 3.278861 -1.265841 -0.14 0.36 0.15
H 0.862114 3.203685 -0.481899 0.20 -0.10 -0.10
N 2.366715 4.382627 -1.236261 0.09 0.04 -0.12
H 3.224060 4.081204 -1.704323 -0.23 0.06 0.11
H 1.974915 5.141001 -1.798532 0.08 -0.35 0.03
O -0.124966 1.140516 -0.903984 -0.01 0.30 0.15
H 1.376972 -0.421619 -3.342398 0.18 0.02 -0.17
H -0.607891 -1.830451 -2.153728 -0.14 -0.21 0.01
H -2.181906 0.690005 0.490220 -0.08 -0.05 -0.09
H -2.668628 -0.803996 -0.328456 0.02 0.13 -0.05
H -0.644284 -2.835310 1.952429 0.08 -0.02 -0.02
H -0.284212 -2.526681 0.243342 0.06 -0.03 0.15
H -2.672529 -2.944176 -0.323116 -0.04 -0.06 -0.13
H -1.937667 -4.310404 0.505045 0.00 -0.03 -0.10
H -3.634440 -2.178591 1.867902 0.03 0.00 0.09
H -2.978214 -3.622945 2.633237 0.05 0.07 0.09
H -5.019114 -3.610749 0.356743 -0.08 0.01 -0.11
H -4.347404 -5.056692 1.109545 -0.04 -0.14 -0.04
H -5.365294 -3.964762 2.049346 -0.14 -0.05 0.02
```
Forces are in eV/Å.


ORCA calculation (the ωB97M-V functional and the def2-TZVPD basis) on a structure of composition C14H26AuINO3P2 in a non-equilibrium geometry.

Net charge: +2
Energy (eV): -52922.6956
M (g/mol): 642.19
Maximum force (eV Å⁻¹): 6.776
HOMO energy (spin up / spin down) (eV): -14.0 / -14.0
Spin multiplicity: 4
LUMO energy (spin up / spin down) (eV): -5.93 / -10.25
Gap between HOMO and LUMO (spin up / spin down) (eV): 8.1 / 3.8
Relative energy (zero: lowest compared OMol25 entry of this formula, charge and spin) (kJ/mol): 47.3

The geometry in XYZ format:
```
48
Properties=species:S:1:pos:R:3:forces:R:3
C 0.031092 0.294542 -5.164646 0.01 -0.27 -1.15
C 0.035120 1.159600 -3.970957 -0.03 2.90 0.21
H 0.035130 0.952437 -6.036785 0.00 -0.17 -0.11
H -0.869254 -0.338021 -5.166083 0.33 0.16 0.04
H 0.921398 -0.352337 -5.167653 -0.34 0.17 0.05
O 0.027461 2.357088 -3.877770 0.02 -2.71 -0.04
I 0.047709 -2.733549 -2.334490 0.06 -0.12 -0.56
Au 0.058320 -0.087729 -2.225841 0.09 -0.88 0.45
P 2.314560 -0.183258 -0.827267 2.15 -0.83 0.29
C 3.133056 0.951963 0.334071 -0.38 0.65 0.20
C 2.574509 -1.780309 -0.022847 -0.27 -0.29 0.01
H 3.633552 -1.869887 0.253992 -0.21 0.04 -0.07
H 4.457428 -0.216852 -1.990273 -0.24 -0.01 -0.04
H 2.282097 -2.586585 -0.706004 0.27 0.13 0.28
H 3.127564 -0.987614 -2.932379 0.16 0.12 0.06
H 2.730654 0.850241 1.351024 -0.02 0.00 -0.39
H 1.939674 -1.827564 0.870669 0.06 -0.03 -0.13
C 3.400230 -0.153061 -2.277839 -0.13 0.13 -0.30
H 4.211754 0.730435 0.362459 -0.35 -0.09 -0.18
H 3.218814 0.785995 -2.815817 0.21 -0.18 0.03
H 2.998982 1.991201 0.012036 0.10 -0.14 0.11
P -2.272101 -0.168325 -0.828406 -2.15 -0.79 0.28
C -3.075708 0.920934 0.370693 0.29 0.67 0.29
C -3.329211 -0.056151 -2.291142 0.14 0.16 -0.43
H -2.262920 -2.576204 -0.810709 -0.25 0.11 0.22
H -3.634352 -1.887852 0.123890 0.08 0.08 -0.04
H -1.973220 -1.885623 0.799419 0.02 -0.02 -0.04
C -2.569491 -1.793040 -0.112119 0.31 -0.41 0.01
H -3.070288 -0.864905 -2.980688 -0.11 0.07 0.07
H -4.390496 -0.116981 -2.023911 0.19 -0.01 0.03
H -4.155662 0.715771 0.385181 0.27 -0.08 -0.17
H -2.924458 1.970371 0.100343 -0.09 -0.08 0.07
H -3.134062 0.897507 -2.794057 -0.18 -0.11 0.03
H -2.678531 0.764688 1.380383 0.06 0.00 -0.30
C -0.015324 1.053395 -0.554396 0.15 4.79 4.79
O 0.026544 1.825923 0.326129 -0.19 -2.97 -3.37
O -0.025319 -0.824990 1.889447 -0.01 0.15 0.07
N -0.044234 -0.274280 3.081179 0.05 0.08 0.54
C -1.238358 -0.081254 3.733947 0.76 0.00 -0.42
C -1.286379 0.636193 4.915396 0.26 0.06 -0.12
C -0.110379 1.138449 5.474326 0.22 -0.37 -0.19
C 1.112177 0.747113 4.910886 -0.37 0.12 -0.13
C 1.132079 0.070923 3.702690 -0.75 -0.14 -0.11
H -2.116028 -0.500269 3.238325 0.44 0.13 0.15
H -2.254889 0.781201 5.383407 0.18 0.13 -0.06
H -0.137940 1.805557 6.329358 0.01 -0.33 0.05
H 2.063917 0.954208 5.393806 -0.24 0.20 -0.13
H 2.054763 -0.209095 3.189038 -0.54 0.00 0.15
```
Forces are in eV/Å.


ORCA calculation (the ωB97M-V functional and the def2-TZVPD basis) on a structure of composition C14H26B2F4N6O4Ti.

Net charge: +2
Energy (eV): -67400.6153
M (g/mol): 487.88
Maximum force (eV Å⁻¹): 0.693
HOMO energy (eV): -16.0
LUMO energy (eV): -8.63
Gap between HOMO and LUMO (eV): 7.3
Relative energy (zero: lowest compared OMol25 entry of this formula, charge and spin) (kJ/mol): 11.0

The geometry in XYZ format:
```
57
Properties=species:S:1:pos:R:3:forces:R:3
Ti 0.015704 0.047436 -0.012872 0.28 -0.17 -0.61
C -1.535576 -3.891097 1.108902 0.10 -0.04 0.00
C -1.294997 -2.478207 0.740520 0.02 0.06 -0.08
N -0.174299 -1.957778 0.410693 -0.20 0.25 -0.06
O 1.029580 -2.568746 0.358942 -0.01 -0.01 0.09
B 2.008576 -1.773756 -0.487087 0.09 -0.03 0.14
F 2.825983 -2.562032 -1.139416 -0.02 0.00 -0.02
F 1.032657 -0.967954 -1.379433 -0.02 0.03 0.05
O 2.755253 -0.653750 0.205221 0.01 -0.01 0.09
N 2.014561 0.476127 0.244815 -0.24 0.06 0.06
C 2.435308 1.654940 0.511558 0.03 -0.02 -0.06
C 3.839370 2.046944 0.766662 0.03 -0.07 0.00
C 1.289947 2.650274 0.500375 -0.20 -0.01 0.02
N 0.159399 2.069004 0.320677 0.04 -0.15 0.13
O -1.016404 2.716441 0.144546 0.01 0.03 -0.01
B -1.990912 1.859237 -0.623493 -0.03 0.14 0.15
F -0.981942 0.961658 -1.436301 -0.05 -0.09 0.06
F -2.779800 2.586118 -1.374454 0.00 -0.03 -0.02
O -2.750004 0.809913 0.136060 -0.03 -0.02 0.08
N -1.981238 -0.284947 0.349529 0.21 -0.08 0.19
C -2.414094 -1.446857 0.682670 0.04 0.07 0.01
C -3.819677 -1.799743 0.978257 -0.05 0.07 -0.10
C 1.459378 4.115640 0.639285 -0.01 0.02 -0.07
H -0.616558 -4.466865 1.030280 -0.01 0.00 0.00
H -2.290102 -4.325697 0.451135 0.00 0.00 0.00
H -1.917535 -3.953566 2.130354 0.00 0.00 0.00
H 4.494226 1.181122 0.710266 0.00 0.01 0.00
H 3.929859 2.511894 1.750671 0.00 0.00 0.01
H 4.156526 2.785336 0.027042 0.00 0.00 0.00
H -4.468369 -0.937678 0.847127 -0.01 -0.01 0.00
H -3.898266 -2.165279 2.004879 0.00 0.00 0.00
H -4.152991 -2.606417 0.322733 0.00 0.00 -0.01
H 2.459197 4.376915 0.972836 0.00 0.00 0.00
H 0.719755 4.512011 1.335193 -0.01 0.01 -0.01
H 1.273756 4.594766 -0.326272 0.00 0.00 0.00
C 0.913184 -2.239775 4.307728 0.01 0.00 0.00
C 1.412855 -0.806220 4.456042 0.03 -0.02 0.00
N 0.355177 0.212328 4.343372 -0.05 -0.01 -0.13
C -0.090619 0.830331 5.608081 -0.02 0.03 0.04
C -1.038812 -0.059453 6.394453 0.00 0.02 0.03
C -0.195451 0.511767 3.175420 0.05 0.07 0.14
C -1.308901 1.509072 3.128068 -0.04 0.01 -0.01
N 0.231955 -0.057261 2.053850 0.09 -0.06 -0.12
H 1.750153 -2.927433 4.420864 0.00 0.00 0.00
H 0.463613 -2.427830 3.330786 0.00 -0.01 0.00
H 0.174964 -2.478057 5.071137 0.00 0.01 0.00
H 2.202657 -0.581974 3.731365 -0.01 0.00 0.01
H 1.866049 -0.672495 5.435823 -0.01 -0.01 0.00
H -0.544815 1.792374 5.390058 0.00 -0.02 0.02
H 0.809933 1.038291 6.185428 0.00 0.00 0.00
H -1.924889 -0.315089 5.811621 0.00 0.00 -0.01
H -1.366459 0.464026 7.291370 0.00 0.00 0.01
H -0.554459 -0.981867 6.712047 0.00 -0.01 0.00
H -0.937974 2.509581 3.357485 0.00 0.00 -0.01
H -2.070744 1.266536 3.867562 0.00 0.00 0.00
H -1.775562 1.536907 2.151975 0.00 -0.01 0.03
H 0.972574 -0.729466 2.234568 -0.03 0.01 -0.01
```
Forces are in eV/Å.